Formula: C34H41Ge2NO6S3Zr
Source: the Open Molecules 2025 dataset
Level of theory: ωB97M-V with the def2-TZVPD basis set

Summary:
Kohn-Sham gap   6.85 eV
Spin multiplicity   1
Electronic energy   -7221.25369 a.u.
Total charge   +2
HOMO   -13.22 eV
Energy above the lowest of the compared OMol25 structures with the same formula, charge and spin   2.1835 eV

CARTESIAN COORDINATES (ANGSTROEM)
Zr -9.073 -18.661 -3.505
O -11.440 -21.284 -5.361
S -10.412 -20.307 -5.259
O -9.321 -20.596 -4.314
O -10.954 -19.000 -4.682
C -9.711 -19.993 -6.874
C -9.925 -20.931 -7.876
C -9.588 -20.691 -9.181
C -8.910 -19.543 -9.460
C -8.509 -18.714 -8.461
C -8.858 -18.900 -7.160
S -8.104 -17.752 -5.989
O -7.515 -18.681 -4.902
O -7.109 -17.002 -6.577
O -9.199 -17.113 -5.257
H -10.651 -21.698 -7.696
H -9.988 -21.285 -9.946
H -8.791 -19.179 -10.491
H -7.885 -17.851 -8.706
C -4.044 -19.079 -1.253
C -5.157 -19.529 -2.201
Ge -6.859 -18.985 -1.633
C -7.313 -17.070 -2.168
C -7.499 -16.102 -0.951
C -7.363 -19.125 0.296
C -8.112 -20.205 0.419
Ge -8.676 -21.058 -1.297
C -10.610 -21.046 -1.608
C -11.461 -21.110 -0.325
C -7.959 -22.953 -1.641
C -8.239 -23.733 -2.948
C -8.632 -20.703 1.669
C -8.696 -22.087 1.981
C -9.115 -22.423 3.332
C -9.496 -21.495 4.301
C -9.638 -20.166 3.903
C -9.259 -19.792 2.592
H -3.159 -19.479 -1.631
H -4.087 -19.591 -0.326
H -3.997 -18.015 -1.061
H -5.255 -20.599 -2.307
H -4.945 -19.146 -3.128
H -8.091 -16.750 -2.892
H -6.414 -16.787 -2.698
H -8.340 -16.387 -0.302
H -7.574 -15.081 -1.249
H -6.640 -16.159 -0.297
H -7.043 -18.577 1.147
H -10.738 -22.075 -2.183
H -10.966 -20.234 -2.247
H -11.048 -21.747 0.467
H -12.471 -21.483 -0.541
H -11.640 -20.092 0.069
H -8.298 -23.381 -0.738
H -6.851 -22.752 -1.649
H -8.116 -23.062 -3.826
H -9.266 -24.132 -2.996
H -7.532 -24.500 -3.033
H -8.472 -22.952 1.380
H -9.194 -23.502 3.580
H -9.724 -21.892 5.280
H -9.929 -19.470 4.672
H -9.275 -18.741 2.366
N -10.311 -17.231 -2.506
S -11.914 -17.089 -2.378
C -11.987 -16.267 -0.730
C -11.483 -15.005 -0.446
C -11.503 -14.653 0.946
C -11.931 -15.482 1.896
C -12.629 -16.619 1.511
C -12.706 -16.968 0.186
C -12.438 -15.700 -3.460
C -11.913 -15.784 -4.709
C -12.142 -14.805 -5.635
C -12.919 -13.702 -5.267
C -13.373 -13.541 -3.952
C -13.227 -14.607 -3.027
H -9.880 -16.372 -2.214
H -11.021 -14.472 -1.314
H -11.104 -13.711 1.236
H -11.886 -15.237 3.003
H -13.089 -17.225 2.240
H -13.248 -17.847 -0.111
H -11.459 -16.710 -5.038
H -11.919 -15.037 -6.657
H -13.115 -13.042 -6.081
H -14.038 -12.755 -3.671
H -13.664 -14.620 -2.088

=====

Formula: C20H36Br2Cl14I2N2O4S2Si2
Source: the Open Molecules 2025 dataset
Level of theory: ωB97M-V with the def2-TZVPD basis set

Summary:
Kohn-Sham gap   8.33 eV
Spin multiplicity   1
Electronic energy   -14755.55434 a.u.
Total charge   0
HOMO   -9.04 eV

CARTESIAN COORDINATES (ANGSTROEM)
C -2.878 -3.528 -2.177
N -1.532 -3.563 -1.590
C -1.432 -2.629 -0.459
Si -0.312 -1.101 -0.857
C -1.468 0.067 -1.807
C -0.821 0.492 -3.217
C -1.476 -0.195 -4.484
O -1.651 1.289 -4.045
O 0.153 -0.630 0.691
Si 1.376 0.450 1.055
N 0.936 2.193 1.049
C 0.277 2.513 0.066
S 0.001 3.296 -1.331
C 3.098 0.113 0.382
I 4.016 -1.747 1.016
C 3.834 0.923 -0.421
C 3.268 2.256 -0.923
I 5.795 0.411 -1.087
C 1.641 0.171 2.962
Br 1.152 -1.730 3.364
C 0.661 1.067 3.816
C -0.815 0.951 3.350
Br 0.646 0.351 5.701
S 1.201 -1.925 -2.212
C 1.826 -3.458 -1.434
O 2.276 -0.986 -2.598
O 0.560 -2.397 -3.463
H -2.863 -2.702 -2.917
H -3.125 -4.474 -2.680
H -3.682 -3.338 -1.439
H -1.445 -4.491 -1.184
H -2.398 -2.185 -0.154
H -0.993 -3.146 0.412
H -2.412 -0.415 -2.106
H -1.711 1.008 -1.296
H 0.274 0.655 -3.252
H -2.572 -0.338 -4.433
H -1.030 0.060 -5.451
H 4.047 2.735 -1.537
H 2.446 2.025 -1.620
H 2.961 2.942 -0.126
H 2.708 0.273 3.226
H 0.993 2.107 3.918
H -1.510 1.165 4.173
H -1.032 1.695 2.565
H -1.046 -0.044 2.948
H 1.802 -3.400 -0.334
H 1.140 -4.266 -1.728
H 2.834 -3.679 -1.811
C -4.038 -2.313 -7.029
Cl -5.063 -0.912 -7.368
Cl -3.723 -2.477 -5.296
H -4.539 -3.207 -7.381
H -3.094 -2.190 -7.547
C -2.154 5.178 0.990
Cl -1.387 4.464 2.417
Cl -3.877 5.464 1.256
H -1.671 6.125 0.772
H -2.037 4.500 0.153
C 0.380 2.232 9.049
Cl -1.136 3.134 9.158
Cl 1.779 3.271 9.353
H 0.367 1.436 9.786
H 0.466 1.816 8.051
C 3.766 2.515 5.041
Cl 5.168 2.360 6.103
Cl 4.211 2.354 3.339
H 3.054 1.738 5.287
H 3.320 3.493 5.190
C 5.492 -0.478 -5.032
Cl 5.029 0.577 -6.372
Cl 7.228 -0.379 -4.698
H 4.947 -0.177 -4.143
H 5.244 -1.502 -5.290
C -3.684 1.493 12.072
Cl -4.104 0.939 10.448
Cl -2.218 0.706 12.668
H -3.518 2.564 12.043
H -4.503 1.261 12.744
C -2.618 -3.731 -10.586
Cl -1.800 -4.461 -9.199
Cl -4.333 -3.454 -10.256
H -2.147 -2.780 -10.809
H -2.529 -4.398 -11.436

=====

Formula: C6H9OPS2
Source: the Open Molecules 2025 dataset
Level of theory: ωB97M-V with the def2-TZVPD basis set

Summary:
Kohn-Sham gap (spin up / spin down)   5.69 / 7.24 eV
Spin multiplicity   1
Electronic energy   -1446.82777 a.u.
Total charge   0
HOMO (spin up / spin down)   -6.73 / -7.65 eV
Energy above the lowest of the compared OMol25 structures with the same formula, charge and spin   3.8310 eV

CARTESIAN COORDINATES (ANGSTROEM)
C 0.465 -0.338 2.416
C 0.261 -1.182 -1.238
C 0.083 0.307 -1.696
C 0.854 -1.259 0.164
C -0.799 1.092 -0.764
C -0.105 -0.510 1.045
O -0.335 0.842 0.632
P -0.563 2.208 2.131
S -0.126 3.964 1.282
S 0.740 -1.507 3.414
H -0.649 -1.736 -1.200
H 0.751 -1.834 -1.944
H 0.990 0.796 -1.598
H -0.416 0.333 -2.573
H 0.703 -2.392 0.413
H 1.812 -0.915 0.086
H -0.734 2.272 -0.787
H -1.778 0.684 -0.912
H -1.156 -0.826 1.130

=====

Formula: C4H8N2O
Source: the Open Molecules 2025 dataset
Level of theory: ωB97M-V with the def2-TZVPD basis set

Summary:
Kohn-Sham gap   9.03 eV
Spin multiplicity   1
Electronic energy   -341.79949 a.u.
Total charge   0
HOMO   -9.07 eV
Energy above the lowest of the compared OMol25 structures with the same formula, charge and spin   5.5554 eV

CARTESIAN COORDINATES (ANGSTROEM)
C 1.937 0.124 0.288
C 0.929 -0.493 -0.636
O 0.109 -1.527 -0.007
C -1.043 -0.864 -0.383
N -2.238 -0.982 -0.010
C -0.346 0.324 -0.873
N -1.221 1.032 0.847
H 1.385 0.577 1.113
H 2.492 0.900 -0.251
H 2.643 -0.619 0.664
H 1.410 -0.938 -1.529
H -2.285 -1.606 0.792
H -0.551 0.965 -1.731
H -1.997 1.252 0.230
H -1.223 1.856 1.486

=====

Formula: C6H7Cl
Source: the Open Molecules 2025 dataset
Level of theory: ωB97M-V with the def2-TZVPD basis set

Summary:
Kohn-Sham gap (spin up / spin down)   7.70 / 7.70 eV
Spin multiplicity   1
Electronic energy   -692.86523 a.u.
Total charge   0
HOMO (spin up / spin down)   -8.11 / -8.11 eV
Energy above the lowest of the compared OMol25 structures with the same formula, charge and spin   3.2375 eV

CARTESIAN COORDINATES (ANGSTROEM)
C -1.606 0.485 0.264
C -2.909 0.877 -0.235
C -0.353 1.298 0.372
C 0.554 0.327 -0.380
C 0.074 -1.099 -0.004
C -1.360 -0.835 0.123
Cl -4.209 -0.186 0.001
H -0.407 2.245 -0.082
H -0.197 1.526 1.419
H 0.244 0.517 -1.500
H 1.694 0.509 -0.227
H 0.368 -1.899 -0.662
H 0.485 -1.252 0.951
H -2.087 -1.673 0.147